Record 1
The following is a DFT calculation (wB97M-V/def2-TZVPD) of a structure of composition C25H58N2NiO2Si3 in a non-equilibrium geometry.

XYZ file:
```
91
C25H58N2NiO2Si3 (wB97M-V/def2-TZVPD)
O -0.518 -0.943 -2.381
O 0.553 0.662 -3.601
C 0.157 -2.163 -2.772
C -0.513 -3.462 -2.283
H 1.183 -2.160 -2.416
H 0.294 -2.202 -3.852
H -0.591 -3.481 -1.197
H 0.074 -4.331 -2.581
H -1.513 -3.589 -2.697
C -1.780 -0.805 -3.088
C -1.841 -1.039 -4.619
H -2.142 0.199 -2.883
H -2.505 -1.490 -2.661
H -1.075 -0.475 -5.147
H -2.805 -0.720 -5.015
H -1.719 -2.090 -4.878
C 0.080 2.002 -3.452
C 1.820 0.377 -4.188
C -0.823 2.421 -4.615
H 0.910 2.701 -3.331
H -0.514 2.064 -2.543
H -0.313 2.370 -5.574
H -1.166 3.446 -4.480
H -1.706 1.788 -4.675
C 1.830 0.640 -5.694
H 2.064 -0.670 -4.017
H 2.601 0.961 -3.709
H 0.992 0.149 -6.186
H 2.749 0.266 -6.143
H 1.779 1.707 -5.906
H 0.257 0.011 -2.853
Ni -0.085 0.016 1.362
C 1.494 0.019 0.060
Si 3.340 0.493 0.239
H 1.238 -1.007 0.298
H 0.796 0.791 -0.242
C 4.333 -0.684 -0.834
C 4.161 0.310 1.913
C 3.664 2.260 -0.289
C -1.851 -1.026 0.823
Si -3.433 0.021 0.716
H -1.768 -1.212 1.884
H -2.060 -2.019 0.430
C -4.672 -0.768 -0.445
C -3.046 1.741 0.112
C -4.265 0.098 2.386
H 3.100 2.530 -1.178
H 4.720 2.418 -0.502
H 3.382 2.954 0.500
H 4.015 -1.714 -0.681
H 5.393 -0.627 -0.593
H 4.240 -0.461 -1.892
H 3.860 -0.587 2.443
H 3.963 1.176 2.540
H 5.243 0.263 1.797
H -3.414 1.903 -0.900
H -1.974 1.917 0.100
H -3.500 2.497 0.751
H -5.185 0.679 2.334
H -3.628 0.566 3.129
H -4.525 -0.898 2.743
H -5.668 -0.360 -0.279
H -4.729 -1.845 -0.289
H -4.427 -0.589 -1.490
C 1.678 -3.217 1.329
C 1.122 -2.543 2.551
C 1.251 -3.193 3.801
C 0.720 -2.602 4.962
C 0.039 -1.383 4.879
C -0.064 -0.816 3.616
N 0.476 -1.328 2.518
N -0.693 0.367 3.134
Si -0.580 1.896 4.039
C -1.895 1.957 5.365
C 1.096 2.007 4.866
C -0.765 3.341 2.879
H 0.871 -3.360 0.585
H 2.507 -2.625 0.899
H 2.097 -4.218 1.569
H 1.756 -4.148 3.880
H 0.823 -3.100 5.916
H -0.400 -0.921 5.752
H -1.778 1.093 6.050
H -1.792 2.899 5.941
H -2.899 1.924 4.899
H 1.896 1.963 4.100
H 1.168 2.961 5.428
H 1.220 1.163 5.575
H 0.037 3.297 2.113
H -1.756 3.301 2.387
H -0.672 4.285 3.455
```

Results
**Relative energy (zero: lowest compared OMol25 entry of this formula, charge and spin)**: 337.1 kJ/mol
**HOMO energy (spin up / spin down)**: -6.1 / -5.9 eV
**Frontier orbital gap (spin up / spin down)**: 6.063 / 5.873 eV
**Multiplicity**: 3

---

Record 2
The following is a DFT calculation (wB97M-V/def2-TZVPD) of a cluster of 4 separate species, C20H50OSi in total.

XYZ file:
```
72
C20H50OSi (wB97M-V/def2-TZVPD)
C 1.999 -2.975 1.869
C 2.315 -1.873 2.862
O 1.683 -0.653 2.492
Si 2.328 0.493 1.507
H 2.592 -2.885 0.958
H 2.194 -3.954 2.309
H 0.943 -2.932 1.598
H 3.395 -1.716 2.939
H 1.949 -2.131 3.856
H 3.706 0.091 1.126
H 1.521 0.628 0.276
H 2.358 1.794 2.206
C -2.523 1.505 -4.525
C -1.700 0.223 -4.578
C -2.350 -0.947 -3.841
C -2.590 -0.709 -2.349
C -1.342 -0.353 -1.544
C -0.267 -1.432 -1.575
H -2.640 1.867 -3.503
H -2.053 2.302 -5.103
H -3.523 1.342 -4.935
H -0.703 0.411 -4.168
H -1.545 -0.065 -5.621
H -1.735 -1.841 -3.976
H -3.313 -1.171 -4.314
H -3.041 -1.611 -1.923
H -3.335 0.082 -2.223
H -1.636 -0.168 -0.508
H -0.921 0.590 -1.907
H -0.657 -2.383 -1.204
H 0.582 -1.149 -0.951
H 0.110 -1.600 -2.586
C 9.835 2.274 2.474
C 8.951 1.033 2.466
C 7.639 1.223 1.705
C 6.737 2.330 2.252
C 6.371 2.187 3.729
C 5.639 0.888 4.044
H 9.352 3.109 2.984
H 10.781 2.084 2.982
H 10.062 2.597 1.455
H 8.742 0.727 3.495
H 9.499 0.201 2.013
H 7.092 0.276 1.698
H 7.866 1.446 0.658
H 5.815 2.348 1.661
H 7.212 3.303 2.096
H 5.740 3.034 4.013
H 7.270 2.262 4.348
H 4.742 0.803 3.426
H 5.331 0.845 5.089
H 6.263 0.015 3.846
C -6.937 -0.525 1.430
C -7.588 0.261 0.298
C -8.321 -0.620 -0.714
C -7.441 -1.657 -1.415
C -6.218 -1.079 -2.125
C -6.560 -0.078 -3.222
H -6.164 -1.200 1.058
H -6.468 0.140 2.156
H -7.676 -1.131 1.959
H -6.828 0.859 -0.214
H -8.299 0.977 0.716
H -8.798 0.021 -1.461
H -9.135 -1.144 -0.204
H -8.054 -2.198 -2.143
H -7.108 -2.404 -0.689
H -5.641 -1.901 -2.556
H -5.556 -0.604 -1.395
H -7.210 -0.530 -3.975
H -5.659 0.275 -3.727
H -7.075 0.798 -2.824
```

Results
**Structure (SMILES)**: CCO[SiH3].CCCCCC.CCCCCC.CCCCCC
**HOMO energy**: -10.4 eV
**Frontier orbital gap**: 11.262 eV

---

Record 3
The following is a DFT calculation (wB97M-V/def2-TZVPD) of a structure of composition C12H12N2O in a non-equilibrium geometry.

XYZ file:
```
27
C12H12N2O (wB97M-V/def2-TZVPD)
C 4.038 -0.176 -0.030
C 3.434 0.827 -0.741
C 3.362 -0.924 0.884
C 2.041 1.099 -0.696
C 1.991 -0.689 1.024
C 1.336 0.227 0.190
C -2.367 -1.066 0.540
C -2.919 0.129 0.396
C -0.865 1.397 0.100
C -1.184 -0.685 -0.270
C -3.987 1.006 0.837
C -0.684 -1.501 -1.415
N -0.009 0.350 0.365
N -1.952 0.676 -0.485
O -0.771 2.616 0.266
H 5.082 -0.284 -0.267
H 3.987 1.376 -1.477
H 3.770 -1.734 1.385
H 1.507 1.837 -1.250
H 1.274 -1.202 1.645
H -2.519 -1.803 1.273
H -3.769 1.866 1.367
H -4.672 0.357 1.467
H -4.511 1.415 0.005
H -0.001 -2.315 -1.068
H -0.178 -0.899 -2.105
H -1.436 -1.899 -1.937
```

Results
**Relative energy (zero: lowest compared OMol25 entry of this formula, charge and spin)**: 276.5 kJ/mol
**HOMO energy**: -8.6 eV
**Frontier orbital gap**: 9.433 eV

---

Record 4
The following is a DFT calculation (wB97M-V/def2-TZVPD) of the ion C4H9N2 with charge +1 in a non-equilibrium geometry.

XYZ file:
```
15
C4H9N2 (wB97M-V/def2-TZVPD)
C 0.096 -1.103 0.291
C 0.590 2.046 0.496
C 1.396 0.889 1.010
C -1.695 -1.476 -1.278
N -0.729 -0.640 -0.541
N 1.098 -0.408 0.932
H 0.119 -2.169 0.271
H 0.364 1.814 -0.599
H -0.186 2.068 1.130
H 0.968 3.063 0.672
H 2.175 1.080 1.750
H -1.476 -2.649 -1.224
H -2.819 -1.307 -0.960
H -1.626 -1.138 -2.346
H 1.768 -1.078 1.134
```

Results
**Total charge**: +1
**Relative energy (zero: lowest compared OMol25 entry of this formula, charge and spin)**: 303.2 kJ/mol
**Structure (SMILES)**: C/C=[NH+]\C=N\C
**HOMO energy**: -14.4 eV
**Frontier orbital gap**: 8.579 eV

---

Record 5
The following is a DFT calculation (wB97M-V/def2-TZVPD) of a cluster of 15 separate species, C3H33O15S in total in a non-equilibrium geometry.

XYZ file:
```
52
C3H33O15S (wB97M-V/def2-TZVPD)
O -2.170 -2.047 2.970
C -1.177 -1.419 3.350
C -1.214 -0.071 2.799
C 0.208 0.450 2.644
S 0.459 2.052 1.731
H -0.515 -1.735 4.240
H -1.707 0.016 1.712
H -1.867 0.666 3.387
H 0.756 0.585 3.633
H 0.828 -0.340 2.104
H -0.828 -0.311 -3.541
H -1.228 0.009 -2.176
O -0.456 -0.394 -2.624
H -0.163 -1.554 -1.523
H 0.343 -2.995 -1.007
O -0.363 -2.304 -0.939
H 2.139 -0.089 0.269
H 0.844 0.751 0.099
O 1.598 0.250 -0.500
H 0.088 -3.599 0.899
H 1.175 -3.040 1.797
O 0.484 -3.697 1.735
H -2.872 -3.448 1.021
H -3.329 -2.273 0.246
O -3.400 -3.222 0.218
H 3.542 1.731 -0.659
H 2.659 2.642 -1.498
O 3.456 2.091 -1.571
H -1.946 3.751 -0.109
H -1.465 3.783 1.402
O -2.175 3.986 0.778
H -0.656 2.002 -0.532
H -0.819 2.369 -2.010
O -1.296 2.206 -1.231
H 2.689 0.192 -2.667
H 1.400 -0.379 -3.221
O 2.354 -0.340 -3.358
H -1.475 -2.457 -3.024
H -3.111 -2.080 -2.938
O -2.276 -1.988 -3.361
H 1.125 4.246 -0.113
H 0.834 2.693 -0.438
O 1.207 3.541 -0.759
H -3.479 0.570 -1.062
H -3.225 1.812 -0.176
O -3.734 1.016 -0.278
H 2.534 -1.699 -0.881
H 3.406 -1.806 -1.978
O 2.777 -2.381 -1.527
H 3.268 1.432 2.452
H 3.099 0.162 3.392
O 3.674 0.663 2.823
```

Results
**Total charge**: -1
**HOMO energy**: -5.5 eV
**Frontier orbital gap**: 7.872 eV

---

Record 6
The following is a DFT calculation (wB97M-V/def2-TZVPD) of the ion C14H24BN2O3 with charge +1 in a non-equilibrium geometry.

XYZ file:
```
44
C14H24BN2O3 (wB97M-V/def2-TZVPD)
C 4.664 -0.824 0.707
C 3.998 0.695 0.494
O 3.109 0.904 1.645
B 1.993 1.817 1.348
O 1.892 3.042 2.219
C 0.882 1.679 0.148
C 0.375 3.116 -0.542
C -0.776 3.103 -1.726
C -1.378 4.444 -2.473
C -1.401 1.653 -2.171
C -0.786 0.315 -1.423
N 0.292 0.368 -0.320
C 0.700 -0.982 0.245
C -0.332 -1.516 1.449
N -1.617 -1.981 0.735
C -1.582 -3.464 0.444
C -1.264 -3.833 -1.144
C -2.845 -1.605 1.588
C -3.754 -0.341 0.987
O -3.140 -2.249 2.741
H 4.195 -1.593 -0.040
H 4.364 -1.187 1.802
H 5.835 -0.815 0.684
H 4.924 1.435 0.525
H 3.469 0.667 -0.549
H 2.532 3.693 1.760
H 0.810 4.167 -0.217
H -0.780 5.429 -2.241
H -2.485 4.576 -2.050
H -1.505 4.314 -3.644
H -2.248 1.484 -2.975
H -1.236 -0.727 -1.738
H 0.533 -1.761 -0.645
H 1.829 -1.074 0.536
H -0.632 -0.620 2.140
H 0.178 -2.393 2.065
H -2.650 -3.950 0.661
H -0.818 -4.075 1.089
H -1.940 -3.154 -1.835
H -1.528 -4.961 -1.405
H -0.105 -3.715 -1.409
H -4.792 -0.685 0.562
H -3.141 0.157 0.118
H -3.841 0.446 1.849
```

Results
**Total charge**: +1
**Structure (SMILES)**: CCOB(O)c1cc(C)cc[n+]1CCN(CC)C(C)=O
**HOMO energy**: -12.3 eV
**Frontier orbital gap**: 7.242 eV

---

Record 7
The following is a DFT calculation (wB97M-V/def2-TZVPD) of a structure of composition C15H32NNiO3P2 in a non-equilibrium geometry.

XYZ file:
```
54
C15H32NNiO3P2 (wB97M-V/def2-TZVPD)
Ni -0.084 0.091 -0.029
P 1.823 1.028 -0.751
C 1.171 2.537 -1.409
C -0.188 2.491 -1.725
N -0.936 1.428 -1.217
C -2.260 1.379 -1.450
C -2.895 2.309 -2.268
C -2.157 3.362 -2.827
C -0.811 3.475 -2.529
C -3.069 0.272 -0.820
P -2.158 -0.322 0.658
H -0.180 4.253 -2.945
H -3.955 2.155 -2.446
H -2.649 4.059 -3.496
H -4.096 0.595 -0.587
H -3.113 -0.610 -1.479
H 0.816 4.589 0.415
H 1.750 3.393 -1.761
H 0.094 3.266 3.018
O 0.641 4.878 1.340
H 0.958 5.805 1.411
H 0.377 0.363 1.468
O 0.044 2.450 3.580
H -0.684 1.910 3.250
C -2.911 0.724 1.936
H -4.003 0.641 1.925
H -2.499 0.358 2.879
H -2.592 1.751 1.754
C -2.964 -1.918 0.943
H -2.583 -2.261 1.908
H -4.058 -1.843 0.969
H -2.637 -2.595 0.152
C 2.735 0.303 -2.153
H 3.468 1.033 -2.526
H 3.225 -0.624 -1.829
H 2.000 0.092 -2.939
C 3.119 1.502 0.422
H 3.667 0.588 0.682
H 3.793 2.240 -0.031
H 2.624 1.911 1.309
C 2.447 -3.347 -0.412
C 1.163 -3.150 0.384
C 0.142 -4.192 -0.053
C 1.480 -3.368 1.864
O 0.628 -1.918 0.090
H 2.835 -4.361 -0.274
H 3.216 -2.637 -0.088
H 2.255 -3.187 -1.477
H 0.533 -5.204 0.077
H -0.778 -4.086 0.533
H -0.104 -4.032 -1.107
H 2.246 -2.673 2.222
H 0.587 -3.268 2.489
H 1.866 -4.384 2.003
```

Results
**Total charge**: +1
**HOMO energy (spin up / spin down)**: -11.2 / -10.6 eV
**Frontier orbital gap (spin up / spin down)**: 7.305 / 5.143 eV
**Multiplicity**: 3

---

Record 8
The following is a DFT calculation (wB97M-V/def2-TZVPD) of a cluster of 8 separate species, C27H67N3O8 in total in a non-equilibrium geometry.

XYZ file:
```
105
C27H67N3O8 (wB97M-V/def2-TZVPD)
C 15.390 27.636 -3.136
C 14.007 27.943 -3.752
C 13.751 29.396 -4.085
C 14.600 29.832 -5.267
C 14.178 29.028 -6.486
C 14.270 27.509 -6.237
N 13.724 27.138 -4.934
O 13.631 25.754 -4.741
C 13.353 26.892 -7.324
C 15.754 27.061 -6.509
C 13.022 27.539 -2.629
H 15.482 26.556 -2.991
H 15.490 28.069 -2.141
H 16.223 27.891 -3.795
H 12.684 29.584 -4.230
H 13.998 30.014 -3.213
H 15.649 29.626 -5.028
H 14.550 30.916 -5.385
H 14.777 29.440 -7.301
H 13.126 29.242 -6.703
H 13.592 27.226 -8.329
H 13.217 25.828 -7.122
H 12.333 27.258 -7.142
H 15.844 26.840 -7.567
H 16.461 27.791 -6.124
H 15.817 26.168 -5.881
H 13.114 28.175 -1.752
H 13.010 26.472 -2.415
H 11.990 27.697 -2.974
H 12.699 25.579 -4.915
C 8.782 28.555 -0.274
C 8.329 28.816 -1.708
C 6.842 29.105 -1.533
C 6.151 29.732 -2.742
C 6.909 30.960 -3.157
C 8.428 30.882 -3.364
N 8.974 29.958 -2.344
O 10.367 29.714 -2.512
C 8.669 30.315 -4.777
C 9.116 32.217 -3.175
C 8.499 27.520 -2.480
H 9.828 28.214 -0.323
H 8.263 27.761 0.256
H 8.868 29.439 0.363
H 6.266 28.250 -1.166
H 6.614 29.811 -0.723
H 5.083 29.868 -2.585
H 6.211 29.023 -3.584
H 6.658 31.740 -2.421
H 6.482 31.389 -4.070
H 8.808 31.098 -5.537
H 9.670 29.872 -4.787
H 7.899 29.704 -5.245
H 10.204 32.130 -3.161
H 8.933 32.898 -4.011
H 8.790 32.744 -2.278
H 8.097 27.630 -3.498
H 7.927 26.702 -2.043
H 9.520 27.202 -2.702
H 10.728 30.367 -1.900
C 10.814 21.670 -0.246
C 11.124 20.683 0.875
C 12.561 20.986 1.344
C 12.605 22.170 2.351
C 11.842 21.793 3.615
C 10.631 20.853 3.430
N 10.217 20.974 2.017
O 8.877 20.557 1.794
C 11.029 19.369 3.668
C 9.531 21.298 4.399
C 11.058 19.285 0.310
H 9.841 21.496 -0.722
H 11.478 21.473 -1.095
H 10.767 22.728 0.012
H 13.069 20.096 1.718
H 13.242 21.391 0.590
H 12.163 23.033 1.854
H 13.611 22.435 2.672
H 11.702 22.683 4.233
H 12.494 21.166 4.240
H 11.289 19.245 4.726
H 10.221 18.672 3.442
H 11.938 19.073 3.151
H 8.559 20.858 4.170
H 9.741 20.878 5.384
H 9.434 22.380 4.406
H 10.926 18.522 1.084
H 11.993 19.011 -0.180
H 10.238 19.138 -0.395
H 8.937 19.584 1.749
O 10.922 25.783 -0.235
H 11.793 25.464 -0.541
H 10.259 25.299 -0.757
O 7.852 22.881 0.477
H 8.622 23.260 0.045
H 8.191 22.104 0.968
O 10.391 24.807 2.609
H 9.931 23.958 2.556
H 10.496 25.086 1.684
O 12.787 24.021 -1.529
H 12.293 23.193 -1.483
H 12.544 24.406 -2.379
O 9.175 24.275 -1.999
H 9.590 24.744 -2.734
H 8.406 23.843 -2.390
```

Results
**Relative energy (zero: lowest compared OMol25 entry of this formula, charge and spin)**: 103.0 kJ/mol
**Structure (SMILES)**: CC1(C)CCCC(C)(C)N1O.CC1(C)CCCC(C)(C)N1O.CC1(C)CCCC(C)(C)N1O.O.O.O.O.O
**HOMO energy**: -8.1 eV
**Frontier orbital gap**: 8.005 eV

---

> Which formula does entry 1 have?

C25H58N2NiO2Si3